ORCA calculation (ωB97M-V/def2-TZVPD) on a 9-piece molecular cluster, C36H99N9O9 overall at a distorted geometry.

Computed properties:
Electronic energy   -70765.6925 eV
Net charge   0
LUMO level   0.0157 hartree
Relative energy (zero: lowest compared OMol25 entry of this formula, charge and spin)   6.6172 eV
SMILES   COC[C@H](C)N.COC[C@H](C)N.COC[C@H](C)N.COC[C@H](C)N.COC[C@H](C)N.COC[C@H](C)N.COC[C@H](C)N.COC[C@H](C)N.COC[C@H](C)N

Each line ends with the Löwdin charge.
CARTESIAN COORDINATES (ANGSTROEM)
C1 2.6362 -0.2419 -4.1657  -0.08
C2 2.4871 0.7841 -3.0270  -0.38
C3 3.9394 1.3515 -2.5985  -0.17
O1 4.7354 0.3184 -2.0463  -0.22
C4 5.6505 0.7643 -1.0424  -0.09
N1 1.6625 1.8206 -3.6366  0.03
H1 2.9716 -1.1742 -3.7114  0.05
H2 3.4220 0.1192 -4.8292  0.08
H3 1.7949 -0.3348 -4.8525  0.07
H4 2.0225 0.4127 -2.1136  0.11
H5 3.7564 2.1728 -1.9057  0.09
H6 4.4627 1.7776 -3.4545  0.12
H7 5.2532 1.2597 -0.1565  0.08
H8 6.3608 1.4264 -1.5377  0.09
H9 6.1598 -0.1099 -0.6369  0.07
H10 1.8967 1.9593 -4.6092  0.07
H11 1.8317 2.7451 -3.2667  0.01
C5 -7.3125 -2.7563 -3.4877  -0.05
C6 -6.5919 -2.9108 -2.1072  -0.44
C7 -5.5928 -1.7473 -1.7956  -0.14
O2 -5.2500 -1.8056 -0.3725  -0.23
C8 -4.1733 -2.7518 -0.0878  -0.08
N2 -7.5551 -3.3013 -1.0664  0.04
H12 -6.5446 -2.6844 -4.2578  0.07
H13 -7.8848 -1.8287 -3.4953  0.07
H14 -7.9426 -3.6274 -3.6674  0.08
H15 -5.9986 -3.8249 -2.1321  0.12
H16 -6.2523 -0.8899 -1.9307  0.12
H17 -4.6681 -1.7324 -2.3725  0.11
H18 -4.5894 -3.7571 -0.0222  0.08
H19 -3.7813 -2.4788 0.8919  0.08
H20 -3.3817 -2.7726 -0.8368  0.05
H21 -7.1529 -3.3007 -0.1399  0.06
H22 -8.2001 -2.5241 -1.0639  0.06
C9 4.8185 -2.9779 0.3111  -0.05
C10 4.4984 -3.3273 -1.1278  -0.47
C11 4.1584 -4.7489 -1.3758  -0.19
O3 5.1384 -5.7522 -1.0628  -0.15
C12 6.3092 -5.6538 -1.8073  -0.14
N3 3.4750 -2.3813 -1.4902  0.06
H23 3.9156 -2.6853 0.8470  0.08
H24 5.5988 -2.2171 0.3280  0.06
H25 5.2585 -3.7364 0.9586  0.08
H26 5.3548 -3.0961 -1.7613  0.14
H27 3.8117 -4.8911 -2.3993  0.11
H28 3.2981 -4.8690 -0.7174  0.13
H29 6.8189 -6.6120 -1.9075  0.09
H30 7.0151 -4.9259 -1.4074  0.08
H31 6.1968 -5.3134 -2.8367  0.09
H32 2.5957 -2.3816 -0.9931  0.07
H33 3.9819 -1.5133 -1.3914  0.04
C13 0.3698 -5.3772 -6.0214  -0.03
C14 1.0210 -4.1176 -5.2923  -0.39
C15 0.2592 -3.4427 -4.1365  -0.20
O4 -1.0881 -3.3799 -4.5075  -0.21
C16 -2.1004 -2.7503 -3.6954  -0.08
N4 2.2486 -4.5934 -4.7463  0.00
H34 -0.6566 -5.1442 -6.3048  0.06
H35 0.3826 -6.3048 -5.4492  0.07
H36 1.0074 -5.6038 -6.8760  0.06
H37 1.4138 -3.2847 -5.8755  0.13
H38 0.6771 -2.4518 -3.9587  0.11
H39 0.2442 -4.0569 -3.2362  0.13
H40 -2.0033 -1.6731 -3.5598  0.09
H41 -2.0529 -3.1807 -2.6951  0.05
H42 -3.0372 -3.1171 -4.1149  0.09
H43 2.7112 -4.1339 -3.9749  0.04
H44 3.0165 -4.6973 -5.3941  0.08
C17 -5.0548 0.5827 2.2845  -0.05
C18 -5.9871 0.4874 3.5191  -0.42
C19 -5.6973 -0.5499 4.6512  -0.19
O5 -6.7991 -0.7835 5.5415  -0.22
C20 -6.8278 -1.8841 6.4477  -0.08
N5 -5.8773 1.7293 4.1918  0.01
H45 -5.2499 -0.2327 1.5880  0.05
H46 -4.0291 0.4575 2.6313  0.07
H47 -5.0901 1.4885 1.6792  0.07
H48 -7.0397 0.3541 3.2691  0.13
H49 -4.7746 -0.4090 5.2142  0.11
H50 -5.3948 -1.4842 4.1783  0.11
H51 -7.4494 -1.5700 7.2862  0.09
H52 -5.8112 -1.7812 6.8273  0.07
H53 -7.0786 -2.7964 5.9065  0.09
H54 -6.2260 1.7502 5.1394  0.07
H55 -6.3450 2.4814 3.7063  0.07
C21 -0.0995 -0.8496 3.7431  -0.06
C22 0.5943 -0.5842 5.0634  -0.42
C23 -0.1150 -1.3161 6.2442  -0.20
O6 -1.4590 -0.9424 6.3169  -0.21
C24 -2.2714 -1.3851 7.3871  -0.09
N6 2.0729 -0.9089 4.9436  0.04
H56 -1.1785 -0.7808 3.8814  0.08
H57 0.1768 -1.8965 3.6174  0.08
H58 0.3876 -0.2702 2.9588  0.06
H59 0.4837 0.4913 5.2019  0.10
H60 0.2564 -1.0118 7.2227  0.12
H61 0.0285 -2.3851 6.0874  0.13
H62 -1.9954 -0.8339 8.2860  0.09
H63 -2.3042 -2.4693 7.4944  0.09
H64 -3.2991 -1.0676 7.2107  0.06
H65 2.4669 -0.0914 4.5003  0.02
H66 2.4891 -0.8261 5.8601  0.05
C25 -0.5483 2.9655 -0.8187  -0.03
C26 -1.4267 1.6665 -0.4867  -0.41
C27 -0.6222 0.3916 -0.4983  -0.19
O7 -1.4264 -0.7471 -0.1598  -0.21
C28 -0.7794 -2.0119 -0.2061  -0.08
N7 -2.2504 1.8626 0.6965  0.05
H67 -0.0072 2.5551 -1.6713  0.05
H68 0.1424 3.1579 0.0023  0.06
H69 -1.1681 3.7819 -1.1893  0.09
H70 -2.2829 1.6285 -1.1602  0.14
H71 0.2400 0.4583 0.1651  0.12
H72 -0.2197 0.2186 -1.4964  0.11
H73 -1.5134 -2.6245 0.3172  0.07
H74 0.2367 -2.0508 0.1865  0.09
H75 -0.8459 -2.3212 -1.2492  0.06
H76 -2.7174 0.9672 0.6815  0.05
H77 -1.5841 1.9300 1.4525  0.07
C29 1.2284 6.2175 -1.0792  -0.04
C30 1.5286 5.4065 -2.4191  -0.37
C31 2.3172 6.2386 -3.4527  -0.19
O8 1.4721 7.3129 -3.9169  -0.22
C32 0.9170 7.2305 -5.2627  -0.07
N8 2.2564 4.1969 -2.0053  0.02
H78 0.7597 7.1720 -1.3184  0.07
H79 2.0484 6.3941 -0.3831  0.07
H80 0.4734 5.6311 -0.5555  0.05
H81 0.5911 5.1040 -2.8855  0.13
H82 2.7232 5.6840 -4.2987  0.11
H83 3.2508 6.5850 -3.0093  0.12
H84 0.5737 6.2384 -5.5559  0.08
H85 1.8063 7.4767 -5.8428  0.08
H86 0.1109 7.9556 -5.3744  0.09
H87 1.5784 3.7914 -1.3760  0.02
H88 2.9707 4.5132 -1.3651  0.08
C33 2.3394 2.4952 2.3494  -0.07
C34 3.0269 2.9140 3.6571  -0.36
C35 3.0582 4.4207 3.8386  -0.24
O9 3.9929 5.0035 3.0263  -0.18
C36 4.2053 6.3850 3.0205  -0.11
N9 2.1758 2.3285 4.7680  0.03
H89 3.0098 2.8383 1.5614  0.07
H90 1.3745 2.9924 2.2495  0.07
H91 2.3059 1.4129 2.2244  0.07
H92 3.9625 2.3557 3.6225  0.14
H93 3.5103 4.5469 4.8224  0.12
H94 2.1473 5.0167 3.8934  0.14
H95 3.4057 7.0442 2.6825  0.08
H96 4.9822 6.7601 2.3544  0.09
H97 4.4689 6.6592 4.0420  0.09
H98 2.6401 2.5141 5.6456  0.07
H99 1.2307 2.6583 4.9021  0.08

ORCA calculation (ωB97M-V/def2-TZVPD) on C16H11F2OPS4Se2Sn as an isolated structure at a distorted geometry.

Computed properties:
Electronic energy   -213406.2149 eV
Net charge   0
LUMO level (spin up / spin down)   -0.1082 / -0.0953 hartree
Relative energy (zero: lowest compared OMol25 entry of this formula, charge and spin)   1.8386 eV

Each line ends with the Löwdin charge.
CARTESIAN COORDINATES (ANGSTROEM)
Sn1 0.7873 -1.0220 0.4905  0.64
Se1 -3.6901 -1.0165 -0.8677  0.32
P1 -2.2047 -0.8044 -2.4221  0.26
Se2 -0.1664 0.0056 -1.8792  0.28
C1 -1.9716 -2.5010 -3.0913  -0.41
C2 -1.1686 -3.3290 -2.3123  -0.14
C3 -0.9897 -4.6553 -2.6521  -0.07
C4 -1.6184 -5.1700 -3.7755  -0.08
C5 -2.4347 -4.3561 -4.5410  -0.08
C6 -2.6229 -3.0273 -4.1990  -0.08
C7 -2.8472 0.5086 -3.5303  -0.42
C8 -2.7153 1.7892 -2.9948  -0.15
C9 -3.1874 2.8882 -3.6840  -0.07
C10 -3.8146 2.7169 -4.9086  -0.08
C11 -3.9797 1.4432 -5.4250  -0.08
C12 -3.5038 0.3359 -4.7400  -0.08
H1 -0.6794 -2.9252 -1.4281  0.04
H2 -0.3659 -5.2932 -2.0440  0.11
H3 -1.4736 -6.2037 -4.0517  0.10
H4 -2.9349 -4.7567 -5.4095  0.11
H5 -3.2814 -2.4231 -4.8004  0.08
H6 -2.2304 1.9251 -2.0352  0.07
H7 -3.0661 3.8752 -3.2603  0.11
H8 -4.1723 3.5768 -5.4577  0.10
H9 -4.4869 1.3059 -6.3699  0.11
H10 -3.6518 -0.6425 -5.1670  0.08
O1 6.5611 2.5873 2.5795  -0.01
C13 5.5700 2.0573 2.1938  -0.99
S1 4.0664 1.9697 3.1352  1.00
C14 3.1398 1.0415 1.9796  -1.12
C15 3.7634 0.7258 0.7865  -1.13
S2 3.0554 -0.1088 -0.5059  0.54
S3 5.4197 1.2521 0.6121  1.00
S4 1.6145 0.4842 2.4545  0.60
F1 -1.5297 -0.4947 2.6508  0.02
C16 -1.3515 -0.0744 1.3923  -0.54
F2 -1.4391 1.2589 1.4037  0.03
H11 -2.1548 -0.4869 0.7410  -0.07

ORCA calculation (ωB97M-V/def2-TZVPD) on C38H43As3Br3ClNO3SbSe4W as an isolated structure at a distorted geometry.

Computed properties:
Electronic energy   -722651.4889 eV
Net charge   0
LUMO level (spin up / spin down)   -0.0695 / -0.0518 hartree
Relative energy (zero: lowest compared OMol25 entry of this formula, charge and spin)   0.7656 eV

Each line ends with the Löwdin charge.
CARTESIAN COORDINATES (ANGSTROEM)
W1 -0.1941 -0.2785 0.9722  1.02
C1 0.6495 2.6107 -1.8863  -0.24
As1 0.9234 0.7640 -1.3433  1.13
C2 2.7061 1.1167 -0.5909  -0.26
C3 1.2673 -0.0086 -3.1091  -0.30
C4 1.8717 -1.4080 -3.1972  -0.65
C5 3.3706 -1.3408 -2.8722  -0.07
C6 1.1194 -2.3707 -2.2708  -0.34
As2 1.3719 -2.3730 -0.3089  1.06
C7 3.2039 -2.9948 -0.0982  -0.27
C8 0.4790 -4.0962 -0.0890  -0.31
C9 1.7957 -1.9296 -4.6530  -0.38
As3 0.2344 -2.1263 -5.8734  1.14
C10 -0.5873 -0.3420 -6.0090  -0.35
C11 -1.1177 -2.9238 -4.7040  -0.39
H1 1.5610 2.9124 -2.4022  0.04
H2 0.5054 3.2340 -1.0088  0.03
H3 -0.2053 2.7062 -2.5517  0.04
H4 3.3628 1.5242 -1.3608  0.04
H5 3.1634 0.2348 -0.1463  0.01
H6 2.5605 1.8614 0.1926  0.03
H7 1.9006 0.7293 -3.6103  0.09
H8 0.2989 0.0052 -3.6066  0.04
H9 3.5681 -0.9809 -1.8661  0.04
H10 3.8708 -0.6658 -3.5692  0.09
H11 3.8337 -2.3238 -2.9743  0.09
H12 1.3407 -3.4050 -2.5493  0.09
H13 0.0390 -2.2458 -2.3866  0.03
H14 3.4205 -3.6471 -0.9439  0.04
H15 3.2342 -3.5500 0.8342  0.03
H16 3.9239 -2.1856 -0.0396  0.02
H17 1.2210 -4.8658 -0.3072  0.05
H18 -0.3434 -4.1653 -0.8018  0.01
H19 0.0744 -4.2637 0.9026  -0.05
H20 2.2062 -2.9451 -4.6503  0.06
H21 2.5001 -1.3472 -5.2570  0.06
H22 0.1221 0.3779 -6.4162  0.02
H23 -1.0080 0.0357 -5.0793  -0.02
H24 -1.4053 -0.4493 -6.7226  0.02
H25 -0.7451 -3.8499 -4.2675  0.02
H26 -1.9943 -3.1621 -5.3063  0.02
H27 -1.4356 -2.2642 -3.8979  -0.02
C12 -3.0776 0.2301 -2.8915  -0.05
C13 -3.0853 1.4731 -2.0526  -0.31
C14 -4.0715 2.4663 -2.2647  0.00
C15 -4.0552 3.6027 -1.5165  -0.02
C16 -3.0807 3.7649 -0.5039  -0.18
C17 -2.9779 4.8970 0.3395  -0.62
Br1 -4.1389 6.3756 0.1083  0.79
C18 -2.0463 4.9428 1.3323  -0.17
C19 -1.1857 3.8536 1.5398  -0.58
Br2 0.0143 3.9222 2.9942  0.85
C20 -1.2144 2.7311 0.7434  -0.41
O1 -0.3927 1.7245 1.0084  -0.37
C21 -2.1687 2.6997 -0.3250  -0.19
N1 -2.1691 1.6022 -1.1217  0.11
H28 -3.3130 0.4586 -3.9329  0.09
H29 -3.8263 -0.4806 -2.5274  0.05
H30 -2.1097 -0.2678 -2.8394  0.03
H31 -4.8245 2.3116 -3.0264  0.12
H32 -4.7904 4.3802 -1.6730  0.08
H33 -1.9757 5.8031 1.9822  0.10
Br3 -0.0778 -2.5118 2.8026  0.95
C22 -0.9497 -1.5726 4.2006  -0.52
C23 -0.8866 -2.0556 5.4700  -0.11
C24 -1.6903 -1.4454 6.4554  -0.07
C25 -2.5566 -0.4502 6.1062  -0.03
C26 -2.6439 0.0174 4.7716  -0.15
C27 -3.6372 0.9436 4.3791  -0.02
C28 -3.7833 1.2522 3.0598  -0.06
C29 -2.8770 0.7552 2.1002  -0.19
C30 -1.8094 -0.0386 2.4390  -0.28
C31 -1.7648 -0.5049 3.7864  -0.21
H34 -0.2598 -2.9025 5.7118  0.11
H35 -1.6465 -1.8059 7.4741  0.11
H36 -3.2173 -0.0155 6.8463  0.11
H37 -4.3030 1.3514 5.1295  0.11
H38 -4.5879 1.9000 2.7333  0.11
H39 -3.0508 1.0089 1.0618  0.05
Se1 -3.0314 -4.7563 1.7324  -0.09
Sb1 -3.9179 -3.5280 -0.0776  -0.18
Se2 -3.5196 -4.1316 -2.3277  -0.09
Se3 -4.8310 -1.3639 0.3013  0.05
Se4 -1.7399 -1.5940 -0.1565  0.21
Cl1 6.6142 3.4428 4.5267  0.67
C32 5.4370 2.3038 3.9508  -0.66
C33 4.1785 2.7552 3.5870  -0.09
C34 3.2438 1.8440 3.1240  -0.02
C35 3.5710 0.4955 3.0225  -0.13
C36 4.8382 0.0611 3.3966  0.00
C37 5.7780 0.9629 3.8653  -0.09
C38 2.5975 -0.4993 2.4801  -0.59
O2 2.8928 -1.6669 2.3115  -0.02
O3 1.4248 0.0274 2.1970  -0.29
H40 3.9390 3.8066 3.6676  0.11
H41 2.2515 2.1731 2.8449  0.05
H42 5.0750 -0.9914 3.3165  0.12
H43 6.7656 0.6392 4.1624  0.11